# 1
Density functional theory data (wB97M-V/def2-TZVPD) for C25H35AgN6S4 as an isolated structure.

Geometry (Å):
Ag 0.302 0.025 1.671
N 0.392 2.701 3.310
C -0.908 3.161 3.191
C -1.657 3.420 4.346
C -2.916 3.990 4.276
C -3.464 4.316 3.040
C -2.736 4.022 1.892
C -1.475 3.430 1.929
C -0.821 3.046 0.628
C -0.735 4.039 -0.357
C -0.354 3.737 -1.659
C -0.095 2.406 -1.978
C -0.140 1.438 -0.975
C -0.457 1.704 0.376
H 0.503 1.988 4.021
H 0.753 2.353 2.432
H -1.222 3.165 5.307
H -3.470 4.175 5.189
H -4.447 4.766 2.967
H -3.177 4.208 0.918
H -0.975 5.066 -0.093
H -0.287 4.517 -2.409
H 0.147 2.128 -3.003
H 0.081 0.408 -1.255
S 0.088 -3.121 5.420
C 0.079 -1.941 4.190
S 1.421 -1.791 3.089
S -1.246 -0.823 3.987
C 5.602 -2.328 -1.147
C 5.174 -0.883 -0.971
N 3.806 -0.817 -0.457
C 3.250 0.471 -0.371
S 2.857 1.149 1.056
N 2.954 1.054 -1.573
C 2.604 0.291 -2.765
C 3.248 0.867 -4.017
H 6.626 -2.386 -1.525
H 4.939 -2.842 -1.845
H 5.564 -2.860 -0.194
H 5.205 -0.359 -1.928
H 5.862 -0.360 -0.296
H 3.741 -1.220 0.473
H 2.380 1.876 -1.423
H 1.516 0.289 -2.877
H 2.913 -0.739 -2.609
H 2.890 1.882 -4.207
H 3.011 0.253 -4.892
H 4.335 0.910 -3.905
C -4.591 -2.287 -0.036
C -3.839 -1.973 1.241
N -2.501 -1.537 0.907
C -1.749 -2.088 -0.094
N -0.489 -1.895 -0.094
C 0.347 -2.491 -1.108
C -0.406 -2.840 -2.384
C -1.664 -3.593 -2.000
N -2.453 -2.798 -1.084
C -3.783 -3.304 -0.816
H -4.690 -1.375 -0.631
H -5.587 -2.679 0.180
H -3.826 -2.860 1.889
H -4.322 -1.174 1.802
H -1.947 -1.191 1.695
H 0.830 -3.388 -0.701
H 1.159 -1.792 -1.332
H 0.211 -3.446 -3.054
H -0.690 -1.923 -2.911
H -1.387 -4.560 -1.549
H -2.284 -3.810 -2.874
H -3.744 -4.248 -0.246
H -4.253 -3.531 -1.778

Atoms 1-6, force components in eV/Å:
-0.5 -0.1 0.1
0.2 0.0 0.1
-0.2 0.0 0.0
0.0 0.0 -0.1
0.0 0.0 -0.1
0.1 0.0 0.0

## Properties
relative energy (zero: lowest compared OMol25 entry of this formula, charge and spin) = 1.122 eV
Kohn-Sham gap = 4.13 eV
maximum force = 0.712 eV/A
spin multiplicity = 1
E_LUMO = 4.165 eV
charge = -2

***

# 2
Density functional theory data (wB97M-V/def2-TZVPD) for C25H35BaN5O4P as an isolated structure.

Geometry (Å):
Ba 0.001 0.984 -0.733
C 2.491 -2.785 2.714
C 1.421 -1.792 2.390
N 0.157 -2.003 2.352
O -0.175 -3.374 2.589
C 1.852 -0.378 2.079
C 3.041 0.197 2.762
N 1.161 0.206 1.194
O 1.462 1.500 0.836
H 2.137 -3.806 2.682
H 2.876 -2.587 3.718
H 3.332 -2.676 2.028
H -1.125 -3.322 2.756
H 2.928 0.151 3.848
H 3.187 1.229 2.463
H 3.939 -0.375 2.516
O -1.863 -3.138 -7.548
N -1.437 -3.401 -6.458
O -1.339 -4.509 -5.975
C -0.971 -2.264 -5.592
C -0.426 -1.247 -6.240
C 0.101 -0.122 -5.490
C 0.721 0.959 -6.136
C 1.196 2.012 -5.410
C 1.030 1.972 -4.017
N 0.447 0.967 -3.388
C -0.020 -0.095 -4.114
C -0.659 -1.259 -3.421
N -0.764 -1.221 -2.061
C -1.295 -2.235 -1.410
C -1.777 -3.369 -2.081
C -1.704 -3.412 -3.441
C -1.120 -2.342 -4.155
H -0.367 -1.273 -7.319
H 0.822 0.946 -7.215
H 1.680 2.856 -5.876
H 1.396 2.795 -3.413
H -1.331 -2.174 -0.327
H -2.205 -4.189 -1.523
H -2.074 -4.273 -3.980
C -0.929 4.313 1.782
C -2.381 4.078 1.351
C -3.327 4.591 2.433
P -2.579 2.357 0.734
C -3.989 2.426 -0.463
C -5.133 3.397 -0.192
C -3.418 2.687 -1.861
C -3.147 1.250 2.078
C -4.561 1.413 2.629
C -2.105 1.211 3.199
H -0.763 5.374 1.980
H -0.196 3.996 1.037
H -0.688 3.768 2.697
H -2.556 4.669 0.441
H -3.174 4.066 3.377
H -4.378 4.500 2.169
H -3.128 5.647 2.624
H -4.392 1.405 -0.448
H -4.793 4.435 -0.242
H -5.602 3.252 0.778
H -5.909 3.281 -0.951
H -2.893 3.646 -1.910
H -4.208 2.723 -2.614
H -2.714 1.913 -2.184
H -3.112 0.272 1.574
H -4.709 2.380 3.105
H -4.753 0.648 3.385
H -5.324 1.297 1.860
H -2.141 2.118 3.803
H -1.080 1.099 2.838
H -2.303 0.369 3.864

Atoms 1-6, force components in eV/Å:
-2.0 0.9 -1.4
0.1 0.0 0.1
-0.4 0.3 -0.2
0.3 -0.6 0.2
0.2 0.8 -0.1
-0.1 -0.9 0.4

## Properties
relative energy (zero: lowest compared OMol25 entry of this formula, charge and spin) = 0.000 eV
Kohn-Sham gap = 7.53 eV
maximum force = 2.647 eV/A
spin multiplicity = 1
E_LUMO = -3.512 eV
charge = +1

***

# 3
Density functional theory data (wB97M-V/def2-TZVPD) for C25H35CdFN2O8P2S2Si as an isolated structure.

Geometry (Å):
Cd -0.054 -0.024 0.643
C 3.583 0.292 3.700
Si 3.052 0.684 1.916
C 3.244 -0.903 0.893
C 4.383 1.890 1.261
N 1.380 1.097 1.659
C 0.904 2.324 2.049
C 1.588 3.499 1.792
C 1.002 4.779 2.184
C -0.275 4.866 2.749
C -0.948 3.740 3.108
C -0.324 2.530 2.742
F -1.035 1.413 3.132
H 3.205 0.960 4.485
H 4.613 0.377 3.750
H 3.275 -0.705 4.055
H 4.303 -1.183 0.931
H 3.037 -0.644 -0.187
H 2.678 -1.703 1.325
H 4.429 2.846 1.676
H 4.477 1.814 0.162
H 5.323 1.404 1.611
H 2.576 3.552 1.318
H 1.552 5.654 1.889
H -0.747 5.877 2.832
H -1.810 3.690 3.746
S 0.239 -1.722 -1.370
C 0.704 -3.213 -0.673
C 1.355 -4.202 -1.424
C 1.738 -5.448 -0.927
C 1.579 -5.678 0.474
C 1.022 -4.708 1.265
C 0.499 -3.518 0.747
S -0.190 -2.404 1.940
H 1.629 -3.948 -2.452
H 2.318 -6.067 -1.634
H 2.067 -6.533 0.872
H 0.891 -4.817 2.314
O -3.286 -4.075 1.779
C -4.337 -3.392 1.078
C -4.057 -3.038 -0.336
C -3.030 -1.852 -0.491
C -3.503 -0.464 -0.009
C -4.865 -0.081 -0.163
C -5.256 1.237 0.126
C -4.281 2.092 0.565
C -2.982 1.695 0.740
N -2.612 0.418 0.538
H -2.440 -3.530 1.837
H -4.569 -2.480 1.695
H -5.212 -4.052 1.291
H -4.925 -2.736 -0.847
H -3.687 -4.006 -0.799
H -2.686 -1.717 -1.523
H -2.066 -2.131 -0.014
H -5.554 -0.924 -0.416
H -6.281 1.623 0.061
H -4.421 3.144 0.787
H -2.199 2.371 1.166
C -0.593 0.673 -4.256
C 0.524 1.626 -3.747
O 0.767 2.676 -4.729
P 2.189 0.744 -3.571
O 3.048 1.194 -4.878
O 1.930 -0.749 -3.969
O 2.915 0.910 -2.261
P 0.068 2.488 -2.051
O 1.506 3.152 -1.581
O -0.832 3.666 -2.341
O -0.392 1.405 -1.168
H -0.500 0.432 -5.329
H -1.572 1.178 -4.111
H -0.696 -0.209 -3.643
H 0.431 3.452 -4.316
H 2.636 2.089 -5.087
H 1.442 -1.131 -3.232
H 2.116 2.429 -1.346

Atoms 1-6, force components in eV/Å:
-0.6 -1.6 -0.8
-2.4 0.0 0.5
-0.7 -0.9 -1.0
1.1 1.6 -0.6
0.8 -2.7 -0.3
0.9 0.7 1.1

## Properties
relative energy (zero: lowest compared OMol25 entry of this formula, charge and spin) = 0.419 eV
Kohn-Sham gap = 5.97 eV
maximum force = 3.927 eV/A
spin multiplicity = 1
E_LUMO = 4.455 eV
charge = -2

***

# 4
Density functional theory data (wB97M-V/def2-TZVPD) for C25H35CeO2 as an isolated structure.

Geometry (Å):
Ce 0.131 0.205 0.365
C 4.543 -0.137 0.307
C 3.387 0.640 0.904
C 3.004 1.817 0.260
C 3.629 2.311 -1.065
C 2.111 2.745 0.897
C 1.960 4.042 0.163
C 1.517 2.381 2.111
C 0.575 3.282 2.864
C 1.708 1.060 2.652
C 0.812 0.599 3.766
C 2.639 0.215 2.019
C 2.666 -1.236 2.439
H 4.267 -0.564 -0.654
H 4.881 -0.970 0.930
H 5.340 0.593 0.233
H 4.375 1.617 -1.485
H 4.044 3.295 -0.976
H 2.770 2.452 -1.713
H 2.916 4.493 -0.014
H 1.388 4.771 0.704
H 1.518 3.814 -0.782
H -0.458 3.067 2.640
H 0.736 4.327 2.545
H 0.717 3.225 3.957
H 0.227 -0.315 3.481
H 0.123 1.322 4.123
H 1.348 0.268 4.652
H 1.896 -1.467 3.161
H 3.647 -1.579 2.788
H 2.499 -1.857 1.568
C -3.107 1.751 0.630
C -2.271 0.925 -0.355
O -1.185 1.633 -0.823
C -2.453 -0.356 -0.662
C -3.558 -1.083 -0.092
C -3.371 -2.300 0.577
C -2.203 -3.020 0.976
C -0.918 -2.741 0.458
C -0.618 -1.868 -0.538
O 0.814 -1.614 -0.606
H -3.761 2.433 0.139
H -2.426 2.399 1.217
H -3.642 1.123 1.376
H -4.545 -0.702 -0.375
H -4.270 -2.741 1.059
H -2.363 -3.722 1.725
H -0.052 -3.207 0.824
C -0.880 -2.424 -3.573
C -2.064 -1.975 -2.748
C -2.808 -1.050 -3.753
C -2.943 -3.275 -2.720
C -1.485 -1.145 -1.550
H -1.121 -3.037 -4.458
H -0.098 -3.069 -3.131
H -0.418 -1.539 -3.980
H -3.058 -1.675 -4.585
H -2.079 -0.245 -4.028
H -3.768 -0.619 -3.383
H -3.048 -3.613 -3.787
H -3.893 -3.152 -2.330
H -2.436 -4.082 -2.224
H -0.887 -0.427 -2.119

Atoms 1-6, force components in eV/Å:
-0.5 0.2 -0.3
-0.6 -0.3 0.7
-0.6 0.0 -0.5
0.6 1.3 0.3
-0.5 -1.4 0.7
0.7 -1.2 0.0

## Properties
relative energy (zero: lowest compared OMol25 entry of this formula, charge and spin) = 0.000 eV
Kohn-Sham gap (alpha / beta) = 5.43 / 5.42 eV
maximum force = 3.242 eV/A
spin multiplicity = 2
E_LUMO (alpha / beta) = 0.067 / 0.067 eV
expectation value of S² = 0.753

***

# 5
Density functional theory data (wB97M-V/def2-TZVPD) for a 6-piece molecular cluster, C25H35F15O16S2 overall.

Geometry (Å):
C 2.784 -1.199 -1.340
C 2.144 -0.277 -0.305
C 2.185 1.248 -0.545
C 0.831 1.842 -0.119
S -0.434 1.847 -1.368
O -0.261 0.722 -2.241
O -1.692 2.042 -0.698
C 3.311 1.960 0.258
O 4.306 2.407 -0.663
S 3.948 2.081 -2.173
O 3.910 3.282 -2.924
O 4.736 0.987 -2.614
O 2.445 1.630 -1.907
H 2.939 -2.179 -0.888
H 3.748 -0.847 -1.697
H 2.126 -1.340 -2.195
H 1.098 -0.572 -0.222
H 2.602 -0.454 0.666
H 0.380 1.273 0.693
H 0.922 2.875 0.223
H -0.182 2.992 -2.047
H 3.726 1.304 1.016
H 2.960 2.852 0.779
C -0.099 2.138 6.515
C -0.883 1.343 5.497
O -0.030 0.813 4.454
C 0.684 -0.259 4.741
O 0.775 -0.838 5.780
C 1.382 -0.732 3.446
F 1.922 0.315 2.788
F 0.480 -1.290 2.624
F 2.338 -1.614 3.689
H 0.464 2.935 6.026
H -0.786 2.586 7.232
H 0.602 1.505 7.057
H -1.582 1.972 4.959
H -1.435 0.522 5.952
C 7.825 -1.560 1.482
C 8.397 -0.579 2.480
O 7.419 0.424 2.846
C 6.521 0.060 3.744
O 6.430 -0.987 4.311
C 5.552 1.237 4.007
F 5.138 1.780 2.849
F 6.158 2.192 4.720
F 4.481 0.822 4.677
H 7.451 -1.035 0.603
H 8.602 -2.255 1.167
H 7.008 -2.133 1.919
H 9.218 -0.010 2.051
H 8.750 -1.075 3.384
C -5.806 0.812 1.002
C -4.823 1.958 1.062
O -4.865 2.622 2.352
C -4.216 2.026 3.331
O -3.599 1.002 3.291
C -4.277 2.893 4.612
F -5.508 3.327 4.879
F -3.474 3.959 4.464
F -3.833 2.187 5.654
H -6.813 1.160 1.231
H -5.804 0.385 -0.001
H -5.540 0.028 1.710
H -5.078 2.740 0.351
H -3.802 1.632 0.868
C -2.097 -0.336 -4.594
C -2.910 0.918 -4.387
O -3.393 1.443 -5.648
C -4.463 0.854 -6.149
O -5.088 -0.051 -5.681
C -4.862 1.543 -7.476
F -3.803 1.721 -8.273
F -5.397 2.746 -7.217
F -5.763 0.814 -8.127
H -1.281 -0.141 -5.292
H -1.672 -0.666 -3.649
H -2.704 -1.143 -5.004
H -2.283 1.708 -3.981
H -3.752 0.766 -3.714
C -3.838 -5.994 -4.343
C -2.881 -4.872 -4.675
O -2.521 -4.117 -3.493
C -1.606 -4.664 -2.712
O -1.039 -5.704 -2.871
C -1.312 -3.738 -1.507
F -2.444 -3.286 -0.954
F -0.585 -2.680 -1.894
F -0.623 -4.398 -0.580
H -4.723 -5.603 -3.842
H -4.148 -6.492 -5.261
H -3.368 -6.732 -3.693
H -3.345 -4.139 -5.330
H -1.971 -5.239 -5.149

Atoms 1-6, force components in eV/Å:
0.1 0.0 0.0
0.0 -0.2 -0.3
-0.1 -0.1 0.6
0.1 0.4 -0.1
-0.4 -0.4 0.2
0.0 0.1 0.0

## Properties
Kohn-Sham gap = 11.33 eV
maximum force = 0.607 eV/A
spin multiplicity = 1
E_LUMO = 0.035 eV
structure (SMILES) = CC[C@@]1(C[SH](=O)=O)COS(=O)(=O)O1.CCOC(=O)C(F)(F)F.CCOC(=O)C(F)(F)F.CCOC(=O)C(F)(F)F.CCOC(=O)C(F)(F)F.CCOC(=O)C(F)(F)F

***

# 6
Density functional theory data (wB97M-V/def2-TZVPD) for a 7-piece molecular cluster, C25H35IN2O21PS overall.

Geometry (Å):
C 6.447 2.827 -0.971
C 5.794 1.583 -1.559
C 5.157 0.546 -0.621
I 4.900 1.202 1.420
C 3.890 -0.070 -1.219
C 3.167 -1.113 -0.308
O 3.932 -1.904 0.282
O 1.927 -1.118 -0.382
N 3.003 0.900 -1.861
N 2.456 0.341 -3.079
C 1.677 -0.593 -3.094
S 0.704 -1.813 -3.111
P 2.214 2.207 -1.070
C 0.788 2.380 -2.178
O 1.467 1.565 0.242
H 5.714 3.493 -0.520
H 6.940 3.374 -1.778
H 7.215 2.578 -0.240
H 5.055 1.896 -2.294
H 6.579 1.052 -2.105
H 5.836 -0.291 -0.510
H 4.269 -0.696 -2.036
H 0.168 3.184 -1.781
H 1.110 2.620 -3.191
H 0.203 1.461 -2.209
H 1.543 2.232 0.933
C 2.718 -4.624 -0.494
C 1.640 -5.285 0.339
O 1.612 -6.624 -0.194
C 2.811 -6.874 -0.767
O 3.150 -7.952 -1.159
O 3.548 -5.759 -0.844
H 3.277 -3.859 0.044
H 2.319 -4.191 -1.414
H 1.907 -5.336 1.396
H 0.663 -4.826 0.232
C -3.052 0.747 1.893
C -1.706 0.458 2.534
O -0.850 1.358 1.830
C -1.581 2.371 1.346
O -1.141 3.368 0.863
O -2.904 2.115 1.488
H -3.895 0.652 2.572
H -3.224 0.137 1.005
H -1.683 0.708 3.596
H -1.359 -0.561 2.390
C -0.645 7.091 2.709
C -1.020 5.743 3.294
O -0.453 5.830 4.616
C -0.343 7.126 4.954
O -0.080 7.537 6.040
O -0.579 7.920 3.880
H -1.386 7.485 2.019
H 0.331 7.071 2.222
H -2.099 5.615 3.385
H -0.599 4.906 2.746
C -0.282 -6.622 -1.784
C -0.025 -5.831 -3.055
O -0.990 -4.777 -2.953
C -1.306 -4.607 -1.645
O -1.958 -3.711 -1.219
O -0.794 -5.614 -0.903
H 0.606 -7.080 -1.357
H -1.054 -7.379 -1.926
H 0.973 -5.391 -3.084
H -0.195 -6.404 -3.963
C -3.736 9.755 4.509
C -3.964 10.203 3.075
O -3.925 8.963 2.363
C -4.234 7.963 3.223
O -4.424 6.834 2.907
O -4.268 8.426 4.492
H -4.262 10.354 5.246
H -2.677 9.702 4.765
H -4.946 10.658 2.930
H -3.195 10.870 2.696
C -4.075 -7.888 -3.958
C -5.220 -8.605 -3.264
O -4.622 -9.857 -2.912
C -3.281 -9.691 -2.837
O -2.518 -10.489 -2.406
O -2.933 -8.476 -3.327
H -4.069 -6.812 -3.803
H -4.033 -8.103 -5.026
H -5.534 -8.098 -2.350
H -6.083 -8.773 -3.901

Atoms 1-6, force components in eV/Å:
0.1 0.0 -0.2
0.4 0.1 0.0
-0.1 0.0 -0.4
0.0 0.1 0.1
0.1 0.1 0.2
-0.3 -0.1 -0.3

## Properties
relative energy (zero: lowest compared OMol25 entry of this formula, charge and spin) = 0.489 eV
Kohn-Sham gap = 6.81 eV
maximum force = 2.339 eV/A
spin multiplicity = 1
E_LUMO = 1.815 eV
charge = -1